The following is a DFT calculation (ωB97M-V/def2-TZVPD) of C43H43Cl2IN4OP2Sn as an isolated structure.

Element x y z (Å)
Sn: 0.50990 -2.49606 0.88004
I: -1.22733 2.07822 3.89317
C: -0.51795 3.69811 2.84352
C: 0.24035 4.54882 3.58500
C: 0.90964 5.69854 3.12154
C: 1.12493 6.13361 1.82684
C: 0.85290 5.50234 0.62048
C: 0.92724 6.36856 -0.52107
C: 0.50891 5.99224 -1.74475
C: 0.15757 4.61132 -1.99522
C: 0.14544 3.71228 -1.00427
P: 0.12672 1.98192 -1.46141
C: 1.73413 1.40914 -1.99251
C: 1.88511 0.03438 -2.19491
C: 3.07558 -0.45958 -2.70023
C: 4.11709 0.41299 -3.00347
C: 3.97079 1.77675 -2.79578
C: 2.77621 2.27942 -2.29706
C: -1.05225 1.66177 -2.75111
C: -0.53043 1.38880 -4.02554
C: -1.38588 1.21915 -5.10247
C: -2.75736 1.31169 -4.92070
C: -3.27990 1.60049 -3.66431
C: -2.44029 1.79082 -2.58342
C: 0.38375 4.05383 0.47138
H: 0.34235 4.34805 4.64338
H: 1.30046 6.34570 3.90063
H: 1.54220 7.12947 1.73719
H: 1.25211 7.38715 -0.35535
H: 0.48206 6.70528 -2.55856
H: -0.02525 4.29946 -3.01811
H: 1.04789 -0.63377 -2.01444
H: 3.18164 -1.51805 -2.90054
H: 5.03640 0.03108 -3.42720
H: 4.77991 2.45153 -3.03927
H: 2.66233 3.34681 -2.15869
H: 0.53591 1.31563 -4.18712
H: -0.97789 1.01830 -6.08356
H: -3.42331 1.17262 -5.76187
H: -4.34926 1.69493 -3.53282
H: -2.86887 2.06600 -1.63119
Cl: -2.43108 -2.46563 0.27451
C: -4.15980 -2.64639 -0.27753
Cl: -4.73802 -1.15658 -0.97653
H: -4.73281 -2.89867 0.60785
H: -4.16684 -3.43327 -1.02180
C: 4.58022 -4.12389 0.17434
P: 4.03332 -3.03653 1.47707
C: 5.02976 -1.55918 1.45749
C: 4.22631 -3.85803 3.04594
O: 2.54031 -2.64034 1.25143
H: 5.60947 -4.43471 0.36057
H: 4.53586 -3.60488 -0.78333
H: 3.94665 -5.01114 0.13989
H: 6.08479 -1.82359 1.54562
H: 4.75845 -0.91842 2.29667
H: 4.87215 -1.02898 0.51721
H: 5.28012 -4.09295 3.20624
H: 3.65871 -4.78870 3.05495
H: 3.88357 -3.21106 3.85399
C: 0.11295 -8.90284 -0.14941
C: 0.21471 -7.43457 0.08375
C: -0.17941 -6.50440 -0.88273
C: -0.08059 -5.15815 -0.62371
N: 0.39953 -4.68524 0.54418
C: 0.79104 -5.57072 1.48626
C: 0.71204 -6.92620 1.29159
H: -0.44903 -9.13406 -1.05036
H: -0.35563 -9.39523 0.70324
H: 1.11385 -9.33032 -0.25000
H: -0.57459 -6.83562 -1.83338
H: -0.40135 -4.42552 -1.35671
H: 1.15548 -5.16238 2.42240
H: 1.02661 -7.59635 2.08075
C: 1.32891 2.97683 1.01590
C: 0.99255 1.70036 0.86889
N: -0.14607 1.25725 0.05530
C: -1.50388 1.66708 0.40155
C: -1.88304 2.85311 0.87917
C: -0.90713 3.91439 1.36282
C: -3.29607 3.29739 0.86308
C: -4.46028 2.76855 1.25219
C: -4.79784 1.48401 1.89038
C: -6.12839 1.21139 2.17844
C: -6.41828 -0.02440 2.73885
N: -5.46305 -0.90543 3.02392
C: -4.22294 -0.52543 2.74898
N: -3.83103 0.60335 2.17551
H: 2.21503 3.26131 1.56899
H: 1.61340 0.90369 1.25942
H: -2.24508 0.92699 0.13479
H: -1.43122 4.87965 1.35645
H: -3.37296 4.29023 0.42132
H: -5.32568 3.39754 1.07413
H: -6.91139 1.92811 1.97369
H: -7.43665 -0.31552 2.96672
H: -3.43924 -1.22566 3.02285

Values from the calculation:
Max |F|: 0.5 eV Å⁻¹
Frontier orbital gap (alpha / beta): 5.4682 / 5.4694 eV
DFT total energy: -4072.3464 hartree
HOMO (alpha / beta): -17.3247 / -17.3249 eV
Charge: +4

The following is a DFT calculation (ωB97M-V/def2-TZVPD) of C43H43N4O4PPmSSi as an isolated structure at a distorted geometry.

Element x y z (Å)
Pm: 0.34449 0.54327 -0.81940
C: -2.88632 -7.02218 -0.54434
C: -2.08583 -6.43603 -1.50660
C: -1.54682 -5.18257 -1.28365
C: -1.80309 -4.53315 -0.06681
C: -2.56416 -5.16540 0.91363
C: -3.10395 -6.41466 0.66070
P: -1.15027 -2.78646 0.06470
C: -1.09487 -2.52212 1.89325
C: -1.62574 -1.38964 2.50974
C: -1.41649 -1.14566 3.85785
C: -0.64073 -2.01013 4.59949
C: -0.10440 -3.14588 4.00454
C: -0.33108 -3.38665 2.66729
C: -2.53960 -1.79015 -0.50196
C: -3.87223 -2.25446 -0.54684
C: -4.87106 -1.43667 -1.01505
C: -4.53558 -0.16847 -1.47782
C: -3.21258 0.26650 -1.40212
C: -2.13515 -0.50408 -0.91988
H: -3.32917 -7.99901 -0.75305
H: -1.91352 -6.95917 -2.45378
H: -0.93599 -4.70382 -2.01441
H: -2.80002 -4.68281 1.85977
H: -3.75152 -6.88210 1.40537
H: -2.21251 -0.70730 1.88801
H: -1.82912 -0.25092 4.30618
H: -0.49226 -1.83624 5.65214
H: 0.45625 -3.83123 4.61831
H: 0.11089 -4.26490 2.20014
H: -4.09993 -3.25763 -0.19140
H: -5.89633 -1.74860 -1.06352
H: -5.32137 0.44574 -1.90746
H: -2.97813 1.26447 -1.72534
C: -3.03308 6.00673 2.92243
C: -1.84405 5.50880 2.13652
C: -1.16852 4.34791 2.53082
C: -0.08543 3.87106 1.81369
C: 0.34278 4.59070 0.70692
C: -0.28684 5.77377 0.34830
C: -1.38449 6.22730 1.05066
S: 1.81671 4.28685 -0.24783
O: 2.92209 4.78226 0.53834
O: 1.57977 4.96563 -1.51760
N: 1.82624 2.68544 -0.47229
C: 2.85521 2.20037 -1.29288
C: 4.07029 2.86294 -1.55789
C: 5.01761 2.26105 -2.36580
C: 4.76790 1.03075 -2.95797
C: 3.56074 0.46271 -2.68488
N: 2.63714 0.99272 -1.88002
H: -3.46643 5.25659 3.55998
H: -3.82216 6.35719 2.24041
H: -2.75140 6.85733 3.55219
H: -1.52000 3.77253 3.37617
H: 0.42422 2.96074 2.11891
H: 0.07214 6.32790 -0.49486
H: -1.87951 7.12557 0.72436
H: 4.25770 3.80729 -1.08968
H: 5.93024 2.82095 -2.54612
H: 5.52729 0.56700 -3.59596
H: 3.27583 -0.51153 -3.07550
O: -0.01110 1.64077 -2.98032
C: -0.77780 2.56007 -2.55147
C: -1.21322 3.75904 -3.39162
C: -2.19568 4.46000 -2.44394
C: -2.22124 3.56093 -1.21619
O: -3.01148 3.66541 -0.30807
N: -1.25803 2.56591 -1.32102
H: -1.64909 3.39715 -4.32570
H: -0.32324 4.36400 -3.56570
H: -3.19647 4.54560 -2.86529
H: -1.88324 5.45507 -2.13288
C: 3.10939 -2.24740 2.42877
Si: 2.77082 -0.79434 1.32150
C: 1.81117 0.43872 2.33451
C: 4.42373 -0.06478 0.89000
N: 1.77324 -1.09219 -0.06616
C: 1.94855 -2.10301 -0.96626
C: 1.41405 -2.02062 -2.29338
C: 1.42055 -3.06915 -3.18569
C: 1.98310 -4.29712 -2.83463
C: 2.54152 -4.41166 -1.57353
C: 2.54472 -3.35792 -0.68200
H: 3.41779 -1.89737 3.43447
H: 3.94093 -2.83480 2.02565
H: 2.24310 -2.89353 2.53979
H: 2.47365 1.31023 2.53887
H: 1.45973 0.06855 3.29906
H: 0.90613 0.84948 1.88254
H: 4.95223 0.19193 1.82254
H: 4.32278 0.80562 0.27426
H: 5.07680 -0.78795 0.38692
H: 0.95897 -1.11421 -2.66027
H: 0.93076 -2.89501 -4.14519
H: 1.96259 -5.16108 -3.50129
H: 2.99121 -5.33687 -1.23471
H: 2.88925 -3.55988 0.31836

Values from the calculation:
Max |F|: 1.4 eV Å⁻¹
Frontier orbital gap (alpha / beta): 7.5424 / 7.5489 eV
DFT total energy: -3822.0058 hartree
2S+1: 5
HOMO (alpha / beta): -5.0412 / -5.0464 eV
Charge: -1

> Among the records above, which one has the highest DFT total energy?

C43H43N4O4PPmSSi

> Which of these has the highest max |F|?

C43H43N4O4PPmSSi

> Which value of max |F| does entry 2 give?

1.4 eV Å⁻¹

> Look up the charge of the first one.

+4